Record 1
C49H76FN8O6RbS4SbSi3 as an isolated structure in a non-equilibrium geometry. Source: OMol25; level of theory: ωB97M-V/def2-TZVPD.

Results
Lowest unoccupied orbital energy, Eh: 0.0059
Calculated total energy, eV: -153139.392
Charge: -1
Energy above the lowest of the compared OMol25 structures with the same formula, charge and spin, kcal per mole: 16.24
HOMO, eV: -2.8

Last column: Löwdin charge in e.
Atoms and positions in Å:
H -1.56 -2.27 -8.54  0.104
F -0.22 -5.60 -0.75  0.026
H -2.98 -7.29 0.35  0.139
H 6.78 5.74 -0.11  0.097
H -3.39 -3.62 3.76  0.009
C 0.95 7.30 -2.68  0.000
H 1.36 8.25 -3.00  0.115
H -0.58 -4.26 3.21  0.014
H 5.95 1.53 -0.40  0.123
C -0.07 4.90 -1.80  -0.049
H -5.16 -0.22 2.17  0.018
C 1.02 0.76 -4.19  -0.813
C 3.86 -1.59 1.78  -0.265
N 3.78 -0.61 -1.92  0.017
H 2.01 -2.28 5.51  0.026
H -0.64 -2.92 6.94  0.023
H -0.84 -4.80 1.54  -0.003
C 4.28 1.49 1.75  -0.180
C 0.37 6.42 -3.58  -0.067
O -4.94 4.92 -2.38  -0.118
H -1.55 -5.01 -5.02  0.110
C 4.88 5.05 -0.73  -0.015
H -2.23 -5.73 -0.07  0.095
H -4.29 -1.78 4.82  -0.008
O 0.77 -0.95 -1.82  -0.025
H -0.61 4.52 -3.82  0.113
H 5.85 -0.35 -1.80  0.095
S -1.54 3.53 1.66  0.460
O 0.18 1.67 -4.26  -0.062
Sb -1.19 -0.38 2.86  0.843
C -0.42 -3.36 -4.21  -0.115
H -4.39 -2.73 2.61  0.016
C 1.28 -2.45 4.71  -0.238
C 0.15 -1.31 -5.30  0.043
H 4.28 -2.60 1.89  0.105
H 4.93 1.14 2.56  0.117
H 5.12 -1.29 0.07  0.098
H -3.41 -5.26 -4.05  0.115
H -2.97 -3.12 -5.91  0.108
C 4.94 0.26 -1.80  -0.258
Si -0.26 -1.39 5.05  0.270
C 0.25 -3.63 -1.91  0.079
C 1.69 5.38 1.23  -0.055
N -0.39 -2.59 -5.35  -0.010
C 1.03 6.98 -1.33  -0.230
O 2.72 4.14 -1.08  -0.151
H 2.99 -0.23 -1.41  0.001
C -1.70 -2.21 -7.47  -0.086
H -1.13 -7.51 -1.39  0.134
H -1.91 -3.18 5.74  0.006
H -2.74 2.77 4.15  -0.027
H 6.02 6.54 2.12  0.086
S -3.39 4.86 -0.23  0.897
H 1.03 -3.51 4.71  0.011
C 0.35 0.11 6.04  -0.241
C 4.92 1.16 -0.56  -0.191
C -2.72 2.31 -0.58  -1.218
H -2.43 1.82 5.61  0.007
H -2.00 -1.79 6.82  0.007
C -2.34 -2.54 0.09  -0.260
C 2.88 1.73 2.31  -0.260
H 0.41 -0.13 7.10  0.023
H 1.25 7.95 1.54  0.076
H -5.04 -4.71 -2.25  0.142
H 3.73 -1.20 2.79  0.088
C -3.53 -3.39 2.70  -0.232
Si -3.44 0.41 3.84  0.272
C -4.66 0.71 2.46  -0.216
H 1.47 5.25 2.29  0.149
Si -1.98 -2.63 1.93  0.259
C 0.54 5.75 -0.89  -0.169
H -2.68 -8.12 -1.95  0.128
H 4.69 2.46 1.42  0.115
N -2.10 -6.36 -2.85  -0.076
H 0.94 9.45 0.64  0.087
C -4.28 -0.73 5.10  -0.226
N 0.63 5.37 0.48  0.111
C -2.34 -3.36 -6.76  -0.111
C -2.53 3.39 0.21  -1.185
N 1.95 2.04 1.24  -0.002
C -0.87 -3.11 -6.60  -0.268
H 3.63 6.36 2.71  0.110
H -4.55 -5.51 -0.05  0.172
H -2.52 -3.56 -0.28  -0.020
H 3.47 -0.61 -2.88  0.046
H 2.52 0.85 2.84  0.090
H 1.01 2.22 1.58  0.015
C -4.20 4.26 -1.68  -1.070
C 0.86 8.36 0.61  -0.067
N 2.54 -1.71 1.16  0.029
H 0.33 6.68 -4.63  0.101
H 0.36 -3.54 1.90  0.017
H -1.92 -1.22 -7.09  0.113
H -3.21 -1.92 -0.12  0.006
C -1.32 -2.42 6.24  -0.235
C -1.12 -5.31 -2.95  -0.152
S -2.10 0.68 -0.44  0.390
C 5.73 5.64 0.15  -0.096
C 4.88 -0.75 0.99  -0.200
C -4.05 -5.09 -2.03  -0.072
C 0.52 -1.42 -2.92  -0.314
H 4.31 2.05 -0.78  0.092
H -3.40 -4.26 -1.74  0.112
N 4.35 0.55 0.63  -0.171
H 5.81 -0.66 1.59  0.114
H -4.08 2.33 5.23  0.030
S -3.80 2.57 -1.95  0.901
C -0.34 -4.86 -1.88  -0.196
C 3.99 6.01 1.75  -0.060
H -0.31 0.97 5.92  -0.001
H -5.43 1.41 2.80  0.033
H 0.15 -0.80 -6.25  0.145
H 0.74 -3.23 -1.03  0.139
C -2.81 -6.57 -0.46  -0.081
C -1.04 -4.62 -4.15  0.051
C 5.31 6.11 1.42  -0.117
H 1.34 0.41 5.70  0.020
C -2.14 -7.21 -1.68  -0.140
C -0.16 5.22 -3.14  -0.047
C -0.63 -3.93 2.17  -0.225
H -0.22 4.89 0.91  -0.018
H 1.74 -2.20 3.76  -0.007
O 1.62 7.91 -0.51  -0.090
H -2.65 -4.23 -7.34  0.100
N -4.15 -6.00 -0.84  0.070
H 2.15 -0.78 1.03  0.051
H -5.32 -0.39 5.18  0.027
O 2.26 0.85 -4.05  -0.112
H -4.07 -6.76 -3.42  0.132
H 2.67 -2.07 0.22  0.052
H 2.26 2.87 0.74  0.010
H -0.19 8.07 0.51  0.104
H 5.22 4.67 -1.68  0.112
C -3.44 -5.89 -3.18  -0.142
H -0.46 3.95 -1.46  0.076
C 3.04 5.48 0.83  -0.152
C 0.13 -2.83 -3.04  -0.040
C 3.48 4.87 -0.41  -0.393
H -1.52 -2.09 -0.46  -0.001
H 2.99 2.54 3.05  0.108
H -0.19 -3.79 -7.11  0.151
C 0.49 -0.68 -4.17  -0.020
H -3.77 -4.33 2.18  -0.002
Rb 1.30 1.88 -1.73  0.919
H 5.02 0.93 -2.67  0.113
H -4.18 1.11 1.57  -0.007
H -4.78 -6.77 -1.07  0.175
H -3.82 -0.64 6.08  0.010
C -3.13 1.99 4.79  -0.239

=====

Record 2
C49H80N6O4P3STi as an isolated structure in a non-equilibrium geometry. Source: OMol25; level of theory: ωB97M-V/def2-TZVPD.

Results
Lowest unoccupied orbital energy (spin up / spin down), Eh: -0.0898 / -0.0989
Calculated total energy, eV: -131057.791
Charge: +1
Expectation value of S²: 2.0117
Energy above the lowest of the compared OMol25 structures with the same formula, charge and spin, kcal per mole: 4.10
HOMO (spin up / spin down), eV: -8.3 / -8.8
2S+1: 3

Last column: Löwdin charge in e.
Atoms and positions in Å:
H -4.59 -1.70 1.68  0.080
H -5.20 -2.04 -2.39  0.085
H 1.54 5.41 3.59  0.073
H 0.34 0.66 6.47  0.097
C -4.02 -4.24 2.64  -0.109
H -3.91 3.39 -3.05  0.105
H 4.00 1.44 -2.42  0.101
C -4.39 -1.34 -2.60  -0.095
H -1.96 -5.88 1.69  0.064
H 3.94 -0.42 -5.47  0.086
H 2.72 1.33 -4.16  0.105
C 3.06 -0.12 6.06  -0.230
C -2.06 -1.40 2.34  -0.328
S 0.86 -0.73 4.58  0.949
N 0.90 -2.78 -1.01  -0.008
C 2.24 -2.82 -1.12  -0.216
H -0.69 4.92 -3.61  0.081
C -4.62 -2.52 0.95  -0.101
H 3.10 4.26 -1.61  0.079
O 0.60 1.95 -2.85  -0.292
C 2.14 -4.78 -2.49  -0.035
H 1.06 -4.03 3.30  0.085
H 2.75 -0.52 7.03  0.117
H -1.75 5.94 0.58  0.095
H 0.72 3.79 -1.90  0.093
N 1.35 3.64 2.38  -0.170
H -1.97 -3.77 -3.14  0.038
C 2.76 -0.05 1.14  -0.142
C 3.48 3.55 -2.34  -0.056
O 0.78 -0.34 3.14  -0.546
H 2.78 3.52 -3.18  0.063
H 4.56 0.79 1.93  0.109
H -1.58 4.29 -0.07  0.058
C -1.07 5.24 0.08  -0.047
H 4.15 -0.02 6.10  0.117
N 2.17 -0.96 0.36  0.004
H -4.46 -2.08 -0.03  0.042
C -0.88 -4.08 2.32  -0.547
H 4.38 2.23 -0.90  0.113
H -4.48 -1.06 -3.65  0.074
H 0.75 6.94 0.42  0.091
H 3.23 2.84 2.81  0.071
H 4.44 3.91 -2.70  0.087
H 2.44 1.90 6.61  0.119
C 3.65 2.19 -1.71  -0.257
C -3.86 2.72 -1.00  -0.087
N 0.01 2.75 0.64  0.173
C 2.35 1.19 5.78  -0.236
H -1.93 1.97 2.07  0.090
N 0.11 5.03 0.89  -0.141
H -0.81 5.66 -0.89  0.085
H -4.54 -0.45 -2.00  0.072
C 2.63 -1.06 4.94  -0.295
H 4.94 -2.37 -0.91  0.109
C -2.12 -0.71 -5.26  -0.093
C -2.96 -3.33 -3.11  -0.099
H -2.93 -0.02 -5.03  0.056
H 1.15 -3.97 1.54  0.069
H -1.29 -4.14 3.33  0.091
C 0.89 0.83 5.54  -0.297
C -0.95 -5.47 1.68  -0.112
O 2.44 1.72 -1.10  -0.311
H -0.30 -6.16 2.22  0.087
C 0.01 3.22 -2.51  -0.291
C -1.03 -0.76 -4.18  -0.508
H -3.27 -3.18 -4.15  0.069
H -1.68 -0.41 -6.21  0.087
H -0.88 3.05 -1.92  0.075
H 2.62 -5.54 -3.08  0.116
H 0.67 -2.53 2.45  0.020
H -5.62 -2.95 0.97  0.088
H -3.59 -4.36 0.53  0.099
C 0.58 -3.62 2.41  -0.117
C -2.43 0.81 -0.50  -0.302
H -0.61 -5.43 0.65  0.061
H 3.31 4.40 2.00  0.086
H -0.50 0.20 -4.18  0.077
C 4.94 -0.79 0.52  -0.036
H 1.55 3.86 4.43  0.073
C 2.40 0.29 -4.15  -0.271
H 1.58 0.19 -4.86  0.103
C 0.76 -4.80 -2.28  -0.039
H 6.02 -0.72 0.57  0.117
H 0.59 4.03 -4.43  0.076
H -2.53 1.52 -3.84  0.089
H 0.04 4.48 3.76  0.100
H 0.22 1.91 1.18  0.035
H -3.63 1.91 0.94  0.095
C -2.35 0.90 3.87  -0.085
C 0.20 -3.78 -1.55  -0.168
H -1.05 3.37 -4.38  0.071
C -2.00 -0.15 1.70  -0.310
H 2.77 1.66 4.89  0.095
C -2.10 1.00 2.52  -0.051
C 0.86 6.23 1.23  -0.055
H 1.92 6.01 1.34  0.079
H 3.13 -0.81 4.00  0.080
P -1.86 -2.88 1.29  1.099
H 4.34 -0.56 -3.75  0.073
O 1.90 -0.08 -2.85  -0.313
C 2.89 -3.78 -1.89  0.005
H 0.14 -5.58 -2.70  0.118
H -4.53 3.48 -0.64  0.108
C -2.24 0.67 -1.90  -0.341
C 2.75 3.46 2.05  -0.070
H -3.03 -2.29 -1.25  0.033
H -2.56 -1.69 -5.41  0.065
C 4.13 0.05 1.27  -0.050
H -2.33 -2.45 4.19  0.099
C 1.11 4.40 3.59  -0.074
H -3.64 -4.07 -2.69  0.086
H 3.19 -1.68 -4.49  0.072
C -3.05 -2.03 -2.32  -0.513
C -0.30 3.93 -3.81  -0.048
C 0.47 3.77 1.27  -0.439
H -4.94 -4.81 2.47  0.086
C -3.59 -3.59 1.32  -0.522
H -0.52 -2.83 -4.60  0.071
C -3.33 1.82 -0.09  -0.031
C 4.34 -1.71 -0.31  0.007
C 2.95 -1.80 -0.34  -0.212
H -0.87 -3.73 -1.36  0.068
H -2.67 -0.43 5.54  0.107
C -3.53 2.66 -2.35  -0.098
H 2.10 0.61 1.68  0.084
C -0.02 -1.86 -4.53  -0.123
H -2.45 1.80 4.46  0.109
P 1.21 0.91 -1.78  0.807
H -4.25 -3.47 3.38  0.075
Ti 0.06 -0.98 -0.20  0.659
C 3.54 -0.65 -4.48  -0.053
P -1.54 -0.93 -2.40  1.080
H 0.42 -1.66 -5.51  0.086
H -3.29 -4.92 3.06  0.057
H 2.77 -2.12 5.15  0.088
N -1.75 -0.08 0.32  -0.118
H 0.77 -1.93 -3.80  0.046
C -2.74 1.61 -2.79  -0.124
C -2.46 -0.35 4.48  -0.107
H 0.50 6.71 2.14  0.085
H 2.83 2.95 1.09  0.069
C -2.29 -1.48 3.71  -0.114
H 0.34 1.54 4.92  0.076
H 3.96 -3.77 -2.01  0.110

=====

Question: The highest calculated total energy belongs to which entry?
Answer: C49H80N6O4P3STi

=====

Question: The highest calculated total energy belongs to which entry?
Answer: C49H80N6O4P3STi

=====

Question: Look up the charge of the second one.
Answer: +1